# 1
The following is a quantum chemistry calculation of a cluster of 3 separate species, C34H61IN2O7 in total at a distorted geometry, from the OMol25 dataset.

LUMO (spin up / spin down) (hartree): 0.015 / 0.008
Orbital gap (spin up / spin down) (eV): 8.967 / 9.426
Highest occupied orbital energy (spin up / spin down) (Ha): -0.3145 / -0.3382
<S²>: 2.01

```
! wB97M-V def2-TZVPD RIJCOSX def2/J DEFGRID3
* xyz 0 3
C 3.86503 -4.44067 0.57838
C 2.74404 -4.01656 0.59640
C 1.49825 -3.29128 0.79887
O 1.61237 -2.67646 2.08978
C 1.78256 -1.34911 2.03949
O 1.92897 -0.70888 3.02749
C 1.81386 -0.82616 0.56016
C 3.28299 -0.47295 0.36408
O 4.05592 -1.60756 0.10319
C 5.42859 -1.47334 0.38942
C 6.27978 -1.96738 -0.74444
O 6.10664 -3.34683 -0.98905
C 6.94431 -3.72069 -2.05594
C 6.79288 -5.20233 -2.46135
O 6.01338 -5.98860 -1.59391
C 4.63943 -6.01625 -1.97863
C 4.35681 -6.97679 -3.12546
C 1.19624 -2.06887 -0.08839
C 1.10970 -2.21276 -1.62925
I 0.77666 -4.26557 -2.25918
C 2.21687 -1.57266 -2.46808
C 3.47279 -2.44198 -2.67126
H 4.86061 -4.76354 0.45553
H 0.65156 -3.95958 0.80317
H 1.14283 0.01957 0.53735
H 3.38580 0.27346 -0.43448
H 3.64113 0.01263 1.27336
H 5.71708 -0.43890 0.58697
H 5.62388 -2.04360 1.29985
H 7.32222 -1.79214 -0.45508
H 6.02289 -1.41424 -1.65064
H 7.97558 -3.54515 -1.73308
H 6.75804 -3.09799 -2.93535
H 6.38412 -5.26895 -3.47026
H 7.77226 -5.66722 -2.50317
H 4.10543 -6.38376 -1.11291
H 4.32435 -5.00036 -2.20359
H 3.28011 -7.12271 -3.15404
H 4.77321 -7.94861 -2.88265
H 4.70389 -6.60459 -4.08256
H 0.14283 -1.92385 0.16660
H 0.19243 -1.72007 -1.91702
H 2.46600 -0.56581 -2.15340
H 1.79686 -1.46544 -3.46728
H 3.62676 -3.10402 -1.83082
H 4.34342 -1.82605 -2.86493
H 3.32953 -3.05121 -3.55851
C -0.39920 6.00582 1.22333
C -0.86477 4.53541 1.28495
C -1.66505 4.30428 2.56831
C -0.79167 4.26942 3.82262
C 0.33250 3.24832 3.66545
C 1.16269 3.46083 2.39858
N 0.30415 3.60863 1.18633
O -0.11693 2.43267 0.85190
C 2.07323 4.69398 2.57423
C 2.12502 2.29187 2.23111
C -1.78595 4.38622 0.07498
H -0.00733 6.38281 2.16512
H 0.35927 6.14422 0.45163
H -1.23795 6.65679 0.97771
H -2.20984 3.35702 2.49593
H -2.42056 5.08647 2.67091
H -0.38320 5.26128 4.03423
H -1.40511 4.00497 4.68649
H 0.98697 3.28206 4.53891
H -0.10716 2.24581 3.65128
H 2.55542 4.95946 1.63210
H 2.86134 4.47650 3.29547
H 1.56254 5.57263 2.95994
H 1.61255 1.34389 2.19265
H 2.81155 2.23953 3.07546
H 2.72049 2.40618 1.32072
H -1.23616 4.53269 -0.85658
H -2.57836 5.13283 0.11235
H -2.27349 3.41306 0.03574
C -8.21901 1.80749 0.00339
C -7.13390 1.69935 -1.08945
C -7.32367 0.40106 -1.87676
C -6.90842 -0.84214 -1.08947
C -5.47830 -0.69702 -0.57093
C -5.25912 0.58642 0.23215
N -5.77109 1.78858 -0.48807
O -4.92920 2.10491 -1.41508
C -5.93277 0.45434 1.61354
C -3.77405 0.73529 0.55110
C -7.39997 2.89172 -2.00735
H -8.38816 0.88132 0.54733
H -7.97467 2.59194 0.72092
H -9.18097 2.06048 -0.44247
H -6.73594 0.44109 -2.79944
H -8.36862 0.30970 -2.18152
H -7.60046 -1.02217 -0.26251
H -6.97384 -1.72075 -1.73455
H -5.22081 -1.56106 0.04570
H -4.79435 -0.71561 -1.42562
H -5.92944 1.40935 2.14112
H -5.38741 -0.26139 2.22918
H -6.95402 0.08426 1.57585
H -3.14904 0.74846 -0.34083
H -3.43292 -0.10275 1.15884
H -3.58271 1.65040 1.11456
H -7.25136 3.83423 -1.47744
H -8.43043 2.86329 -2.36014
H -6.76125 2.88935 -2.88925
*
```

Atomic partial charges in e from the Mulliken method, atoms 1 to 5:
1. C 0.222
2. C -1.051
3. C -0.907
4. O -0.434
5. C 0.031

# 2
The following is a quantum chemistry calculation of a structure of composition C34H61N3O31S9Si at a distorted geometry, from the OMol25 dataset.

LUMO (hartree): -0.027
Orbital gap (eV): 7.895
Highest occupied orbital energy (Ha): -0.3176

```
! wB97M-V def2-TZVPD RIJCOSX def2/J DEFGRID3
* xyz 0 1
C 10.11532 -1.00372 0.71568
C 9.17775 -0.78639 -0.48359
O 9.40593 0.13990 -1.23578
N 8.09325 -1.68250 -0.58272
C 7.29970 -1.53325 -1.81478
C 5.94075 -0.80761 -1.56437
C 6.10094 0.51563 -0.77696
C 5.12730 1.65857 -1.28550
C 4.22212 2.08321 -0.12917
C 3.14514 1.18181 0.35439
C 2.99496 -0.16642 -0.33099
C 1.56708 -0.73090 -0.41121
O 1.47988 -1.65270 -1.50453
Si 1.36928 -3.25600 -0.99165
C -0.27427 -3.67191 -0.16319
C 1.47510 -4.28101 -2.57868
C 2.82544 -3.81337 0.07939
C 2.38915 1.60354 1.39994
O 1.39097 0.80485 1.94955
C 2.59806 2.87215 2.03425
N 1.91678 3.34106 3.08429
S 2.58985 4.78797 3.40138
N 3.74111 4.88876 2.26375
C 3.64590 3.75463 1.56787
C 4.45421 3.29936 0.46167
C 5.57625 4.25986 0.04346
C 6.97540 3.72242 0.45136
C 8.09872 4.58187 -0.21297
S 8.24385 4.30578 -2.02469
H 10.99898 -1.58283 0.41438
H 9.60626 -1.49735 1.55467
H 10.44522 -0.00973 1.04478
H 7.49272 -1.52433 0.22682
H 7.85488 -1.11270 -2.65787
H 7.01378 -2.55653 -2.11954
H 5.31601 -1.54933 -1.04552
H 5.50321 -0.57504 -2.54667
H 7.11636 0.91378 -0.90582
H 5.93607 0.40667 0.30192
H 4.53301 1.29325 -2.13715
H 5.72975 2.48313 -1.66856
H 3.31910 -0.02569 -1.37383
H 3.71346 -0.88589 0.08924
H 1.40535 -1.32577 0.51163
H 0.77645 0.03120 -0.43541
H -0.96052 -4.11686 -0.90382
H -0.14278 -4.45159 0.60933
H -0.73435 -2.81840 0.36100
H 0.72673 -3.97948 -3.32193
H 2.47994 -4.08366 -2.99307
H 1.36741 -5.35460 -2.36604
H 3.27535 -3.03511 0.71162
H 3.60081 -4.19175 -0.61038
H 2.54622 -4.68113 0.69754
H 0.55390 0.97578 1.50007
H 5.45792 5.25018 0.50028
H 5.55955 4.40550 -1.04761
H 7.13500 3.79535 1.53787
H 7.14359 2.69355 0.11804
H 7.76238 5.62675 -0.12786
H 9.06929 4.42615 0.26954
H 7.69701 3.08884 -2.25114
C -4.83818 -4.46964 -3.72885
C -4.72447 -5.90468 -3.26984
O -3.43512 -6.33291 -3.73365
S -2.42537 -5.08879 -3.71827
O -1.65983 -5.13647 -2.52129
O -1.81931 -4.98490 -4.99434
O -3.52101 -3.92586 -3.56118
H -5.10073 -4.41000 -4.78707
H -5.56073 -3.90422 -3.14596
H -5.50962 -6.53472 -3.67632
H -4.73184 -5.97375 -2.17901
C -1.92944 3.97465 4.56427
C -1.04546 5.10684 4.09486
O -1.89570 5.90355 3.25768
S -3.39812 5.83696 3.80715
O -3.63488 6.98819 4.60773
O -4.25132 5.46767 2.73543
O -3.21266 4.58013 4.78265
H -2.03932 3.20910 3.79384
H -1.56481 3.51557 5.47938
H -0.17906 4.75613 3.54213
H -0.71570 5.72759 4.93187
C -7.53000 5.96965 2.79241
C -7.84713 7.29652 2.13948
O -9.27619 7.31931 2.04274
S -9.90754 6.52389 3.28888
O -10.27463 7.46106 4.28771
O -10.81538 5.55830 2.78779
O -8.56536 5.78192 3.76616
H -7.58477 5.14993 2.07289
H -6.55489 5.96677 3.26826
H -7.39428 7.39657 1.15664
H -7.53609 8.13374 2.76897
C -1.42284 10.13110 4.80921
C -2.48595 9.96892 3.74711
O -2.06004 10.81369 2.67068
S -0.45392 10.84629 2.62742
O -0.00589 9.91419 1.65761
O -0.03339 12.19879 2.62840
O -0.19093 10.21559 4.08482
H -1.55586 11.06082 5.36708
H -1.40145 9.29427 5.50326
H -3.47170 10.26351 4.09725
H -2.52423 8.94344 3.37820
C 4.83111 0.39891 4.67836
C 5.84780 -0.52547 5.31460
O 6.29709 -1.36082 4.23901
S 6.27230 -0.52373 2.87252
O 7.57767 -0.03298 2.61245
O 5.53987 -1.26697 1.90870
O 5.36870 0.69607 3.38404
H 3.86864 -0.09927 4.54212
H 4.68629 1.31319 5.24872
H 5.42326 -1.12621 6.11446
H 6.70819 0.02967 5.69516
C -8.00343 -9.27960 -0.88995
C -8.03545 -10.03358 -2.20329
O -8.83537 -9.22002 -3.06792
S -8.62509 -7.67060 -2.69529
O -7.67310 -7.12358 -3.58553
O -9.89629 -7.08056 -2.49112
O -7.91864 -7.90108 -1.26057
H -8.92643 -9.42644 -0.32440
H -7.15315 -9.55965 -0.27257
H -8.46838 -11.02558 -2.10417
H -7.03733 -10.11510 -2.64077
C -8.76319 -9.11806 -8.27697
C -7.62568 -8.32984 -8.89185
O -7.15434 -7.48990 -7.83411
S -7.33921 -8.24869 -6.42565
O -6.10448 -8.85331 -6.07087
O -8.03445 -7.39867 -5.53506
O -8.33308 -9.40426 -6.94225
H -9.67675 -8.52206 -8.22141
H -8.96590 -10.04051 -8.81583
H -7.94325 -7.73172 -9.74203
H -6.80671 -8.98633 -9.19549
*
```

Atomic partial charges in e from the Mulliken method, atoms 1 to 5:
1. C -0.992
2. C 0.719
3. O -0.580
4. N -0.273
5. C -1.163